The following is a quantum chemistry calculation of an isolated molecule of C3H8N4O in a non-equilibrium geometry, from OMol25.

```
16
C3H8N4O ωB97M-V/def2-TZVPD
C -0.167 -0.998 -1.070
C 0.343 -0.365 0.200
N 0.832 -1.293 1.127
C 1.049 0.926 0.120
O 2.368 1.172 0.245
N 0.099 1.806 0.219
N -0.904 0.905 0.607
N -2.074 1.044 -0.125
H 0.584 -1.682 -1.474
H -0.407 -0.241 -1.811
H -1.079 -1.562 -0.863
H 0.975 -0.914 2.054
H 0.331 -2.169 1.156
H 2.860 0.371 0.028
H -1.977 1.689 -0.907
H -2.832 1.312 0.493
```

Its molar mass is 116.1 g mol⁻¹. As for the largest force on an atom: 0.0313 Eh/bohr. The calculation puts the total energy at -11245.759 eV. As for the SMILES: C[C@@]1(N)C(O)=NN1N. Its energy above the lowest of the compared OMol25 structures with the same formula, charge and spin is 372.9 kJ/mol. As for the HOMO-LUMO gap: 8.470 eV.